No. 1
One molecule with the formula C3H4N2O2, computed with wB97M-V/def2-TZVPD.

Structure (XYZ):
```
11
Properties=species:S:1:pos:R:3
N -1.49847 0.47402 -0.62843
C -0.41651 -0.34868 1.09497
C -0.39122 0.88979 0.26160
O 0.86868 0.94761 -0.43422
C 1.50437 -0.22622 -0.23575
O 2.57632 -0.54937 -0.65385
N 0.63748 -0.99308 0.58917
H -1.16119 -0.19042 -1.30959
H -2.28035 0.04189 -0.12963
H -0.57292 1.88397 0.67108
H 0.88064 -1.94482 0.81936
```

Gap between HOMO and LUMO = 10.1 eV
Relative energy (zero: lowest compared OMol25 entry of this formula, charge and spin) = 290.8 kJ/mol
Net charge = 0

Partial charges, Mulliken, in e: -0.590 -0.512 0.345 -0.356 0.496 -0.506 0.037 0.296 0.301 0.309 0.180



No. 2
A 2-piece molecular cluster, C3H4N2O2 overall, computed with wB97M-V/def2-TZVPD.

Structure (XYZ):
```
11
Properties=species:S:1:pos:R:3
C 1.11854 0.92688 -0.12713
N -0.11337 0.18070 0.13728
C -0.75995 0.48511 1.34132
N -0.06980 -0.52071 1.56945
H 1.48154 1.49791 0.73690
H 1.88855 0.21682 -0.44017
H 0.91937 1.60932 -0.96003
H -1.46332 1.18322 1.77914
O -1.95260 -1.91696 -0.68944
C -0.98523 -1.83041 -1.33594
O -0.04729 -1.80966 -2.02969
```

Gap between HOMO and LUMO = 10.6 eV
Relative energy (zero: lowest compared OMol25 entry of this formula, charge and spin) = 366.5 kJ/mol
SMILES string = CN1C=N1.O=C=O
Net charge = 0

Partial charges, Mulliken, in e: -0.860 -0.147 0.183 -0.393 0.359 0.256 0.291 0.299 -0.422 0.855 -0.421



No. 3
One molecule with the formula C3H4N2O2 at a distorted geometry, computed with wB97M-V/def2-TZVPD.

Structure (XYZ):
```
11
Properties=species:S:1:pos:R:3
C 1.63208 0.27003 0.27539
N 0.26990 -0.20629 0.04836
N -0.50631 0.35279 -1.04024
C -1.75726 0.59784 -0.59933
O -2.24022 0.36081 0.51032
C -0.23815 -1.26626 0.48796
O -0.68175 -2.28823 0.78605
H 2.16939 0.16168 -0.66834
H 1.59928 1.32174 0.56560
H 2.11287 -0.32017 1.05928
H -2.35982 1.01607 -1.42504
```

Gap between HOMO and LUMO = 9.0 eV
Relative energy (zero: lowest compared OMol25 entry of this formula, charge and spin) = 392.1 kJ/mol
Net charge = 0

Partial charges, Mulliken, in e: -0.792 0.331 -0.755 0.127 -0.619 0.748 -0.325 0.310 0.286 0.329 0.360



No. 4
C3H4N2O2 as an isolated structure at a distorted geometry, computed with wB97M-V/def2-TZVPD.

Structure (XYZ):
```
11
Properties=species:S:1:pos:R:3
C -0.02778 -0.64763 0.42517
C -0.00062 -0.92881 -0.89505
C -0.10403 0.80925 0.05535
N -0.15357 0.33326 -1.33029
N 1.97272 0.84949 -2.14981
O 2.73300 0.30472 -1.46116
O 1.94904 1.27416 -3.23951
H 0.05846 -1.08303 1.41570
H 0.07940 -1.85854 -1.31029
H -0.89385 1.34003 0.29639
H 0.93351 1.41508 0.25211
```

Gap between HOMO and LUMO (alpha / beta) = 8.3 / 8.5 eV
Relative energy (zero: lowest compared OMol25 entry of this formula, charge and spin) = 848.4 kJ/mol
Net charge = 0

Partial charges, Mulliken, in e: -0.195 -0.252 -0.264 -0.524 0.738 -0.364 -0.450 0.368 0.411 0.360 0.171



No. 5
One molecule with the formula C3H4N2O2 at a distorted geometry, computed with wB97M-V/def2-TZVPD.

Structure (XYZ):
```
11
Properties=species:S:1:pos:R:3
O 2.31868 -0.63136 -0.12464
C 1.48862 0.64152 0.04615
C -0.03510 0.17730 0.31637
N -0.28744 -1.03905 0.08929
N -1.53340 -1.27932 0.07670
C -2.11816 -0.03422 -0.13502
O -1.21312 1.03294 -0.02760
H 1.69606 -1.57164 -0.10547
H 1.74153 1.32903 0.91575
H 1.17678 1.24275 -0.89890
H -3.23445 0.13207 -0.15263
```

Gap between HOMO and LUMO = 10.3 eV
Relative energy (zero: lowest compared OMol25 entry of this formula, charge and spin) = 525.0 kJ/mol
SMILES string = OCc1nnco1
Net charge = 0

Partial charges, Mulliken, in e: -0.554 -0.130 0.291 0.048 -0.626 0.031 -0.280 0.421 0.258 0.204 0.337



No. 6
One molecule with the formula C3H4N2O2 at a distorted geometry, computed with wB97M-V/def2-TZVPD.

Structure (XYZ):
```
11
Properties=species:S:1:pos:R:3
N -0.72501 -0.17854 1.57928
C 0.27526 -0.43065 0.57931
O 0.74221 0.84185 0.16119
C 0.56995 1.01847 -1.12638
N 0.09640 0.07833 -1.84437
C -0.24538 -0.96967 -0.98328
O -0.78477 -1.99814 -1.24223
H -0.26974 0.20780 2.38788
H -1.47644 0.36637 1.17974
H 1.08557 -0.90447 0.99730
H 0.73195 1.96865 -1.68845
```

Gap between HOMO and LUMO = 10.2 eV
Relative energy (zero: lowest compared OMol25 entry of this formula, charge and spin) = 225.8 kJ/mol
SMILES string = N[C@@H]1OC=NC1=O
Net charge = 0

Partial charges, Mulliken, in e: -0.577 -0.052 -0.344 0.136 -0.506 0.510 -0.465 0.256 0.245 0.411 0.388



No. 7
C3H4N2O2 as an isolated structure at a distorted geometry, computed with wB97M-V/def2-TZVPD.

Structure (XYZ):
```
11
Properties=species:S:1:pos:R:3
C 0.82300 0.20705 1.11647
C -0.48301 0.00280 0.49359
O -1.31925 -0.52676 -1.59280
O -1.66022 0.25924 1.04403
N -0.24461 -0.09763 -0.78117
C 1.57426 -0.01264 -0.38007
N 2.54052 -0.07453 -1.02486
H -0.98682 -0.41648 -2.49477
H -2.35286 0.16583 0.36727
H 1.16281 -0.68009 1.64830
H 0.94617 1.17322 1.60403
```

Gap between HOMO and LUMO = 9.3 eV
Relative energy (zero: lowest compared OMol25 entry of this formula, charge and spin) = 518.6 kJ/mol
Net charge = 0

Partial charges, Mulliken, in e: -0.190 0.205 -0.480 -0.446 0.025 0.197 -0.546 0.366 0.362 0.220 0.286



No. 8
C3H4N2O2 as an isolated structure at a distorted geometry, computed with wB97M-V/def2-TZVPD.

Structure (XYZ):
```
11
Properties=species:S:1:pos:R:3
C -0.48243 0.11317 0.20774
N -1.23272 -0.41145 1.23114
C -0.11948 -0.62422 -0.89452
O -0.50048 1.48883 0.19924
N 0.96938 -0.22036 -1.61797
C 1.84214 -0.08512 -0.76748
O 2.85858 -0.17336 -0.17862
H -0.17833 1.78536 -0.66907
H -0.66594 -0.40469 2.07713
H -2.03042 0.18242 1.43925
H -0.46031 -1.65058 -1.02683
```

Gap between HOMO and LUMO = 9.1 eV
Relative energy (zero: lowest compared OMol25 entry of this formula, charge and spin) = 300.6 kJ/mol
Net charge = 0

Partial charges, Mulliken, in e: 0.214 -0.608 -0.233 -0.514 -0.504 0.740 -0.404 0.381 0.266 0.297 0.365



No. 9
An isolated ion of composition C3H4N2O2P and charge -1 at a distorted geometry, computed with wB97M-V/def2-TZVPD.

Structure (XYZ):
```
12
Properties=species:S:1:pos:R:3
O -0.24167 -0.22221 3.18056
C 0.19113 -0.72479 2.20834
C 0.59210 -1.50249 1.30002
N 0.59377 -1.34243 -0.09256
C 0.06531 -0.19071 -0.86267
O 0.02715 -0.46310 -2.07442
N -0.31318 0.95597 -0.33721
P -1.10448 1.91415 -1.51200
H 1.40070 -2.05180 1.61361
H 0.24563 -2.04269 -0.70536
H -0.16958 2.52619 -2.13878
H -1.28688 3.14391 -0.57954
```

Gap between HOMO and LUMO = 7.3 eV
Relative energy (zero: lowest compared OMol25 entry of this formula, charge and spin) = 176.7 kJ/mol
SMILES string = O=C=CN/C([O-])=N/P
Net charge = -1

Partial charges, Mulliken, in e: -0.458 0.810 -0.666 -0.239 0.511 -0.757 -0.470 -0.127 0.269 0.201 -0.072 -0.001



No. 10
One molecule with the formula C3H4N2O2S at a distorted geometry, computed with wB97M-V/def2-TZVPD.

Structure (XYZ):
```
12
Properties=species:S:1:pos:R:3
O 1.31995 -1.32781 2.06966
N 0.49937 -0.57303 1.66419
O -0.44011 -0.14572 2.24266
C 0.75519 -0.02428 0.23484
C -0.31308 0.83324 -0.24622
C -0.86644 0.15271 -1.50183
N -0.47764 -0.99775 -1.78892
S 0.83241 -1.52109 -0.89447
H 1.71869 0.19747 0.45418
H -0.15649 1.85617 -0.46326
H -1.28983 0.91254 0.40521
H -1.58203 0.63756 -2.17604
```

Gap between HOMO and LUMO = 9.6 eV
Relative energy (zero: lowest compared OMol25 entry of this formula, charge and spin) = 463.3 kJ/mol
SMILES string = O=[N+]([O-])[C@@H]1CC=NS1
Net charge = 0

Partial charges, Mulliken, in e: -0.568 0.907 -0.577 -0.087 -0.820 0.006 -0.423 0.036 0.490 0.378 0.284 0.376



No. 11
A 2-piece molecular cluster, C3H4N2O3 overall at a distorted geometry, computed with wB97M-V/def2-TZVPD.

Structure (XYZ):
```
12
Properties=species:S:1:pos:R:3
C -1.81083 -0.56293 1.13183
C 0.12012 -1.41371 -0.35024
C -0.98295 -0.36005 0.02531
N -2.41580 -0.72502 2.07463
N -1.76232 0.28048 -1.09352
O -1.88060 1.45295 -1.19239
O -2.12773 -0.59113 -1.87675
O 1.21647 -0.74730 -0.85040
H -0.21581 -2.01062 -1.14832
H 0.32955 -2.03561 0.49910
H 0.49915 0.90701 0.48104
H 0.97874 -0.50586 -1.80217
```

Gap between HOMO and LUMO (alpha / beta) = 8.8 / 9.0 eV
Relative energy (zero: lowest compared OMol25 entry of this formula, charge and spin) = 803.2 kJ/mol
Net charge = 0

Partial charges, Mulliken, in e: 0.103 -0.533 0.008 -0.343 0.944 -0.537 -0.515 -0.511 0.379 0.380 0.252 0.373



No. 12
A 2-piece molecular cluster, C3H4N2O3 overall at a distorted geometry, computed with wB97M-V/def2-TZVPD.

Structure (XYZ):
```
12
Properties=species:S:1:pos:R:3
C -1.90361 -1.30013 1.39584
C 0.15263 0.12718 -0.25342
C 2.19713 1.02782 -1.21200
H -2.51789 -1.35399 2.45019
H -1.65158 0.81935 2.50106
H 0.15007 -0.88848 -0.88824
H 2.81693 1.92187 -1.09632
N -1.78932 0.21667 1.08909
N -0.58798 0.72997 0.68993
O -1.49984 -2.04168 0.46718
O 1.22244 1.19378 -0.35831
O 2.17322 0.06609 -1.98416
```

Gap between HOMO and LUMO = 9.3 eV
Relative energy (zero: lowest compared OMol25 entry of this formula, charge and spin) = 637.1 kJ/mol
Net charge = 0

Partial charges, Mulliken, in e: 0.292 0.044 0.244 0.248 0.296 0.333 0.350 -0.488 -0.041 -0.471 -0.248 -0.559